Below is a cluster of 2 separate species, C4H12NO2S in total in a non-equilibrium geometry, with properties calculated with wB97M-V/def2-TZVPD.

Properties
max |F|	4.6	eV/Å
HOMO-LUMO gap	0.2550	Eh
relative energy (zero: lowest compared OMol25 entry of this formula, charge and spin)	2.454	eV
M	138.2	g/mol
net charge	-1

XYZ file:
```
20
Properties=species:S:1:pos:R:3:forces:R:3
C 1.25223 -0.35730 0.43445 -1.624 -0.836 -2.034
O 1.00332 -1.16478 1.42763 0.001 -1.710 1.689
C -0.17752 0.36199 -0.00801 1.362 1.668 1.151
C -0.76428 -0.08244 -1.30427 0.347 -3.473 -3.050
C -1.01180 0.99958 -2.37162 -1.800 0.308 3.363
S -2.40955 2.15430 -1.40683 1.241 -0.635 -0.984
N -1.24714 0.18105 1.03314 0.444 1.339 -1.953
H 2.00843 0.35442 0.79027 0.238 0.821 -1.028
H 1.56684 -0.98762 -0.53684 0.069 1.503 1.011
H 0.07150 1.47038 -0.11672 -0.493 -1.098 0.213
H -0.09251 -0.80820 -1.88191 0.368 0.984 0.856
H -1.54133 -0.93349 -1.21447 0.066 2.022 0.237
H -1.47019 0.71260 -3.28603 -0.614 -0.530 -0.518
H -0.04122 1.41752 -2.60282 -0.090 1.024 0.321
H -2.44001 1.49809 -0.17536 0.511 0.189 -0.949
H -1.60029 -0.69968 0.74494 -0.576 -1.029 0.595
H -0.86257 0.10053 1.94756 0.693 -0.376 0.591
H 2.70236 -2.04792 3.09796 0.240 -1.827 0.714
H 2.20516 -1.04501 2.29392 -0.283 0.567 0.864
O 2.84856 -1.12401 3.13501 -0.100 1.089 -1.088
```
Forces are in eV/Å.